[1]
C17H17N4OPd | the ωB97M-V functional and the def2-TZVPD basis

```
40
Properties=species:S:1:pos:R:3:forces:R:3
Pd -2.26855 -0.02382 0.68309 -0.8 0.2 -0.4
O -1.93088 1.37640 -0.80988 0.4 0.2 -0.1
N -0.93806 -1.66742 -0.03400 0.0 -0.3 0.2
N -0.62537 2.67658 -2.05767 0.1 0.2 -0.2
N -3.57139 -1.60691 2.96527 0.1 0.0 -0.1
N -0.37439 0.36676 1.76031 0.1 -0.1 0.3
C 1.96095 0.36633 3.23252 0.2 -0.1 0.0
C 0.27659 2.89882 -3.19692 -0.1 0.0 0.1
C -0.15340 1.29683 2.66681 0.1 0.1 0.0
C -0.86597 3.77691 -1.11638 0.0 0.0 -0.1
C 0.53746 -0.61307 1.57088 -0.2 -0.1 -0.2
C -0.39237 -3.75630 -1.04495 -0.2 0.1 -0.1
C 2.68010 -1.71143 2.05563 0.0 0.2 0.1
C 0.24056 -1.68411 0.62794 -0.1 0.3 0.1
C -0.90605 0.33248 -2.71114 0.0 0.0 0.0
C -1.17403 1.50042 -1.81057 -0.2 -0.1 0.1
C 1.73538 -0.64787 2.28259 0.3 -0.1 0.1
C -3.03500 -1.05916 2.10226 0.3 -0.1 0.2
C -1.25301 -2.67355 -0.82519 0.1 0.0 -0.1
C 1.16257 -2.71689 0.46188 0.2 -0.2 0.0
C 0.81572 -3.76901 -0.40655 0.2 0.0 0.1
C 2.40691 -2.69868 1.18721 -0.1 -0.1 -0.2
C 1.01888 1.33501 3.43213 -0.2 0.1 0.0
H -0.34373 3.60551 -0.17585 0.0 0.0 0.0
H -1.78110 -0.31148 -2.69820 0.0 0.0 0.0
H -0.05703 -0.23207 -2.31817 0.0 0.0 0.0
H 3.60980 -1.70579 2.61090 0.0 0.0 0.0
H -0.20189 2.64190 -4.13883 0.0 0.0 0.0
H -0.67632 0.61099 -3.73491 0.0 0.0 0.0
H -1.92786 3.87209 -0.90961 0.0 0.0 0.0
H -0.92380 2.04582 2.79376 0.0 0.0 0.0
H 1.50684 -4.59124 -0.54936 0.0 0.0 0.0
H 1.19903 2.32927 -3.09228 0.0 0.0 0.0
H 2.87764 0.36065 3.81023 0.0 0.0 0.0
H -0.69865 -4.55768 -1.70223 0.0 0.0 0.0
H 1.15213 2.11674 4.16655 0.0 0.0 0.0
H 0.52673 3.95347 -3.22746 0.0 0.0 0.0
H -2.21809 -2.62630 -1.31236 0.0 0.0 0.0
H -0.50178 4.69521 -1.56518 0.0 0.0 0.0
H 3.11146 -3.50542 1.02770 0.0 0.0 0.0
```
Positions in Å, forces in eV/Å.

2S+1: 1
E_LUMO (alpha / beta): -0.166 / -0.167 Ha
E_tot: -1079.94033 Ha
HOMO level (alpha / beta): -12.216 / -12.222 eV
Net charge: +1
Frontier orbital gap (alpha / beta): 7.70 / 7.69 eV
F_max: 0.91 eV/A

Results of the Löwdin charge analysis, in e, for atoms 1 through 2:
1. Pd 0.935
2. O -0.138

***

[2]
C17H17N5 | the ωB97M-V functional and the def2-TZVPD basis

```
39
Properties=species:S:1:pos:R:3:forces:R:3
N 0.15310 -0.91541 0.01064 1.2 0.2 -1.5
N 1.78167 -4.22052 3.21808 -1.6 1.6 0.0
N 0.75676 -3.34382 3.27820 -0.3 -0.1 0.2
N 2.36409 -3.94522 2.12679 0.9 0.3 -1.5
N 0.66036 -2.51580 2.20892 0.5 -1.0 1.3
C -1.26655 1.12520 -0.10134 -0.2 -0.4 -0.9
C 2.17684 -2.27354 0.23461 -0.3 -0.9 0.3
C -1.95602 3.69266 0.99463 -0.6 -0.4 -0.2
C -2.07906 1.99089 -0.86257 -0.4 -0.4 -1.1
C 1.70294 -2.89423 1.49538 0.4 -0.3 0.3
C 3.90166 -2.18872 -1.46163 0.3 -0.8 0.2
C 3.39104 -2.71643 -0.27859 0.6 0.8 -0.2
C 3.16187 -1.29356 -2.21638 -0.3 0.3 0.1
C -0.72229 -0.04323 -0.69426 -0.8 0.4 -0.6
C -0.91660 1.38583 1.31768 -0.2 0.5 0.2
C -2.41452 1.66280 -2.20356 0.7 -0.3 1.1
C 1.91210 -0.88908 -1.73355 0.3 0.5 -0.4
C -2.64835 3.30159 -0.34165 1.0 -0.2 1.2
C -1.90463 0.50286 -2.76221 -0.1 0.3 -0.2
C -1.78407 2.48742 1.95327 -0.1 0.6 -0.5
C 1.41304 -1.35094 -0.50183 -1.4 0.5 0.1
C -1.10123 -0.32699 -2.01268 0.9 -0.8 0.6
H -2.79357 2.12068 2.24764 0.7 0.0 -0.1
H -3.07253 2.31334 -2.75469 0.0 0.2 -0.2
H -0.96324 4.06252 0.79687 0.5 0.3 -0.3
H 4.87379 -2.55185 -1.78144 -0.1 0.2 -0.1
H -1.07090 0.47194 1.89429 0.3 0.0 0.1
H -2.06138 0.23576 -3.80233 -0.3 0.1 0.1
H -0.71064 -1.24475 -2.44719 -0.1 0.1 0.0
H -2.52615 4.51936 1.44187 0.2 -0.3 0.1
H -3.71256 3.18992 -0.15227 -0.2 0.0 -0.1
H 4.01981 -3.38477 0.29820 -0.3 -0.1 0.0
H -1.23538 2.84015 2.82281 -0.3 0.0 0.4
H -0.04344 -1.19508 0.94750 -0.2 0.1 0.4
H 1.35465 -0.15166 -2.32347 0.2 -0.4 0.4
H 0.16929 1.61545 1.29149 -0.5 0.1 0.6
H -2.51491 4.11231 -1.07562 -0.1 -0.4 0.2
H 3.57204 -0.88213 -3.16123 -0.5 -0.3 0.7
H 0.13294 -3.30295 4.08961 0.4 0.0 -0.7
```
Positions in Å, forces in eV/Å.

2S+1: 1
SMILES: c1ccc(-c2nn[nH]n2)c(Nc2cccc3c2CCCC3)c1
E_LUMO: 0.028 Ha
E_tot: -931.77214 Ha
HOMO level: -7.685 eV
Net charge: 0
Frontier orbital gap: 8.46 eV
F_max: 2.26 eV/A

Results of the Löwdin charge analysis, in e, for atoms 1 through 2:
1. N 0.099
2. N 0.024

***

[3]
C17H17N8O4RuS2 | the ωB97M-V functional and the def2-TZVPD basis

```
49
Properties=species:S:1:pos:R:3:forces:R:3
Ru 0.60541 0.66696 -0.01708 -1.8 1.4 -1.6
S 0.58468 5.15754 1.06498 -0.1 0.3 0.1
S 0.84332 -0.28843 4.39349 0.0 0.1 0.3
O 4.19470 -1.27204 -0.41390 -0.2 0.0 -0.1
O 0.09250 -2.63542 -1.93458 0.0 -0.1 0.1
O 3.08532 -0.29901 1.16474 0.6 -0.2 -0.1
O -1.60340 0.72433 0.46738 0.2 -0.1 0.0
N 0.43958 1.06289 -2.12669 -0.1 -0.1 -0.3
N 1.39697 0.33981 -2.86572 -0.2 0.1 -0.1
N 3.27508 -0.62311 0.02141 -0.4 0.3 0.0
N 0.61567 0.41305 1.98941 0.7 -0.8 0.8
N 0.61524 2.68502 0.56833 0.6 0.5 0.3
N -0.54017 -0.84159 -0.61188 -0.2 -1.0 -0.1
N 3.18815 -1.09697 -2.82118 -0.1 0.0 0.1
N 2.24811 -0.12828 -0.84851 1.1 -0.5 0.8
C 0.57184 3.87387 -0.02387 0.0 -0.2 0.1
C -4.70366 -2.72455 0.07128 0.0 0.0 0.0
C 0.69186 1.58280 2.72882 -0.1 0.0 -0.2
C 2.31243 -0.35803 -2.18125 0.3 0.2 0.3
C -2.71427 -1.46593 -0.12288 0.0 0.1 -0.1
C 0.71718 -0.66590 2.74956 -0.3 0.3 -0.4
C -4.12141 -3.75091 -0.66392 0.0 0.0 0.0
C 0.81230 1.38556 4.05941 0.0 0.0 0.1
C -2.81650 -3.65152 -1.15241 0.0 0.0 0.0
C 0.48593 4.16158 -1.48682 0.0 -0.2 0.0
C 0.64533 4.10156 2.39664 0.0 0.0 0.0
C -4.00398 -1.55078 0.35445 0.0 0.0 -0.1
C 0.65414 2.82383 1.95780 -0.1 -0.3 -0.1
C -0.72445 -2.09903 -1.23880 -0.1 0.3 0.1
C -1.67957 -0.42671 -0.02783 0.1 0.1 0.2
C -2.12620 -2.49648 -0.86478 0.0 -0.1 -0.1
C 0.73589 -2.07547 2.26300 0.1 0.1 0.1
H 0.45461 2.02925 -2.43811 0.0 -0.1 0.1
H -2.36559 -4.44964 -1.72685 0.0 0.0 0.0
H 1.72311 -2.51160 2.42288 0.0 0.0 0.0
H -0.47630 0.65839 -2.31116 -0.1 0.1 -0.1
H 0.00867 -2.68009 2.80416 0.0 0.0 0.0
H -5.71849 -2.83845 0.42740 0.0 0.0 0.0
H -4.69346 -4.64795 -0.85981 0.0 0.0 0.0
H 0.30529 5.22007 -1.65801 0.0 0.0 0.0
H -0.35941 3.62379 -1.92121 0.0 0.1 0.0
H 3.89089 -1.58968 -2.29072 0.1 0.0 0.0
H -4.45768 -0.74745 0.91893 0.0 0.0 0.0
H 0.66786 4.46603 3.41083 0.0 0.0 0.0
H 3.16476 -1.18648 -3.82462 0.0 0.0 0.0
H 1.41714 3.89658 -1.99205 0.0 0.0 0.0
H 0.89073 2.11987 4.84436 0.0 0.0 0.0
H 0.50741 -2.11406 1.20371 0.0 0.0 0.0
H 1.26245 0.22277 -3.85835 0.0 -0.1 0.0
```
Positions in Å, forces in eV/Å.

2S+1: 2
E_LUMO (alpha / beta): -0.228 / -0.278 Ha
E_tot: -2287.73647 Ha
<S²>: 0.75
HOMO level (alpha / beta): -14.636 / -14.631 eV
Net charge: +2
Frontier orbital gap (alpha / beta): 8.43 / 7.08 eV
F_max: 2.75 eV/A

Results of the Löwdin charge analysis, in e, for atoms 1 through 2:
1. Ru 1.424
2. S 1.204